Here is a molecular structure, C4H5NO3 from OMol25. Energies are from ωB97M-V/def2-TZVPD.

charge: 0
LUMO energy (spin up / spin down): -0.155 / 0.041 eV
energy relative to the best compared isomer or geometry (same formula, charge and spin): 93.55 kcal per mole
multiplicity: 1

Element x y z (Å)
C: 0.6033 0.6276 -0.9272
C: -1.1246 -0.1255 -0.1371
N: -1.0727 0.2633 1.1785
C: 0.2473 -0.7275 -0.7439
O: 1.2732 1.2774 0.0593
C: 1.1533 -1.6511 0.2391
O: -2.1546 -0.3369 -0.7515
O: 1.2422 -1.6493 1.4047
H: 1.3064 2.2268 -0.1076
H: 0.6867 1.0291 -1.9339
H: -0.2070 0.1781 1.6918
H: -1.9434 0.1506 1.6775
H: -0.0103 -1.2626 -1.6495

---

Here is a molecular structure, C13H23F5NOPTeZr from OMol25. Energies are from ωB97M-V/def2-TZVPD.

charge: +2
LUMO energy (spin up / spin down): -12.322 / -12.323 eV
energy relative to the best compared isomer or geometry (same formula, charge and spin): 42.67 kcal per mole
multiplicity: 1

Element x y z (Å)
C: 2.9408 -1.2450 -2.4862
C: 2.9840 -1.5230 -1.1243
C: 1.8686 -1.2719 -0.3066
C: 0.6978 -0.7298 -0.8503
C: 0.6645 -0.4581 -2.2195
C: 1.7771 -0.7117 -3.0312
C: 1.9649 -1.6308 1.1709
C: 1.8383 -0.4780 2.1905
N: 0.8635 0.6116 1.8219
Zr: -1.0261 -0.3972 0.8478
C: -0.5681 0.1293 -2.8945
P: -1.2816 1.4628 -1.9183
H: 3.8782 -1.9451 -0.6564
H: 1.6922 -0.4734 -4.0905
H: 3.8042 -1.4307 -3.1243
H: -1.3734 -0.6124 -3.0215
H: -0.3246 0.5723 -3.8816
H: 1.1960 -2.3893 1.4391
H: 2.9529 -2.0798 1.3332
H: 1.5193 -0.9019 3.1508
C: -3.0021 1.7191 -2.2462
C: -0.3211 2.9532 -2.0812
H: 2.8178 0.0098 2.3436
C: 1.5596 1.6593 1.0520
C: 0.3077 1.2062 3.0700
H: -1.7730 -0.7832 -0.7265
H: 2.3757 2.0744 1.6633
H: 1.9768 1.2518 0.1262
H: 0.8663 2.4633 0.7961
H: 1.1292 1.5810 3.7024
H: -0.3716 2.0288 2.8090
H: -0.2592 0.4312 3.6116
H: -0.5383 3.3809 -3.0739
H: -0.6270 3.6625 -1.2993
H: 0.7530 2.7367 -1.9830
H: -3.1172 2.1883 -3.2318
H: -3.5282 0.7588 -2.2005
H: -3.4006 2.3750 -1.4635
H: -1.1959 1.1200 -0.5479
F: -2.0283 -3.9239 3.4289
Te: -3.1904 -2.7641 2.4894
F: -3.1816 -4.1391 1.0837
F: -2.7897 -1.5317 3.9972
F: -4.5807 -3.7433 3.4922
F: -2.4851 0.8968 1.2127
O: -1.4645 -2.1096 1.6266

---

Here is 2 unconnected molecules or ions with the total composition CH3O3PS from OMol25. Energies are from ωB97M-V/def2-TZVPD.

SMILES: CP(=O)=O.O=S
charge: 0
LUMO energy (spin up / spin down): -2.020 / -2.199 eV
energy relative to the best compared isomer or geometry (same formula, charge and spin): 45.05 kcal per mole
multiplicity: 1

Element x y z (Å)
C: 0.0283 -0.2047 -0.1678
P: 1.6466 -0.9161 0.0966
O: 2.0519 -1.3678 1.4221
O: 2.3907 -1.2211 -1.1149
H: 0.1137 0.1278 -1.1799
H: -0.8985 -0.7347 -0.1673
H: -0.1048 0.6433 0.3662
O: 2.8049 1.1359 0.0857
S: 4.1401 0.6846 -0.3322

---

Here is a molecular structure, C20H40O19PtS from OMol25. Energies are from ωB97M-V/def2-TZVPD.

charge: 0
LUMO energy (spin up / spin down): -3.887 / -3.884 eV
energy relative to the best compared isomer or geometry (same formula, charge and spin): 219.03 kcal per mole
multiplicity: 3

Element x y z (Å)
Pt: 0.5129 -0.7629 0.4544
S: 3.8370 -3.4705 1.5666
O: 4.7942 -4.1189 0.7104
O: 3.8274 -2.0021 1.2646
O: 2.4767 -3.7513 1.1611
O: 4.0763 -3.8026 2.9242
C: -3.3851 -8.2157 -0.5385
C: -2.8061 -7.0268 0.1578
O: -3.8581 -6.4582 0.9305
C: -3.9134 -5.0680 1.0077
O: -3.0930 -4.1759 0.6509
O: -5.0223 -4.6437 1.6248
C: -6.0650 -5.4836 2.1866
H: -2.7375 -8.5933 -1.3298
H: -4.3863 -8.0905 -0.9510
H: -3.5655 -8.8725 0.3125
H: -2.3596 -6.2705 -0.4878
H: -1.9497 -7.1922 0.8115
H: -6.9024 -4.9310 2.6127
H: -5.5584 -6.0311 2.9815
H: -6.4299 -6.3097 1.5763
C: -3.6821 2.0655 5.5201
C: -3.4417 0.6338 5.7293
O: -2.2097 0.4048 6.3852
C: -1.0456 0.2644 5.8064
O: -0.9475 0.3531 4.5435
O: -0.1195 0.0216 6.6991
C: 1.2923 0.0757 6.3683
H: -4.6214 2.1889 4.9809
H: -2.8707 2.5679 4.9934
H: -3.8208 2.6108 6.4536
H: -3.3876 0.1598 4.7493
H: -4.2550 0.0717 6.1884
H: 1.8105 -0.7910 6.7785
H: 1.9057 0.8839 6.7666
H: 1.4797 0.0391 5.2951
C: -3.8576 5.3401 -1.0496
C: -4.1590 3.8225 -1.0700
O: -4.0122 3.4806 -2.4537
C: -3.1092 2.4924 -2.6753
O: -2.5189 1.8116 -1.8259
O: -3.0767 2.3053 -4.0252
C: -2.6768 1.0856 -4.5802
H: -2.8811 5.5542 -1.4840
H: -3.9741 5.9468 -0.1516
H: -4.6605 5.7903 -1.6334
H: -5.1605 3.6760 -0.6656
H: -3.4460 3.3412 -0.4005
H: -2.0059 0.4492 -4.0033
H: -2.2547 1.4567 -5.5141
H: -3.6139 0.5488 -4.7279
C: 4.0439 5.6897 -1.1064
C: 2.7517 6.1734 -0.5481
O: 2.8331 5.9680 0.7997
C: 2.6418 4.6707 1.3263
O: 2.2108 3.7344 0.6411
O: 3.0700 4.5282 2.5663
C: 3.8720 5.4826 3.2487
H: 4.1969 4.6114 -1.0627
H: 4.7263 6.1095 -0.3674
H: 4.3529 5.9981 -2.1052
H: 1.8878 5.7972 -1.0960
H: 2.7143 7.2361 -0.7878
H: 3.3686 6.4433 3.1407
H: 4.9112 5.5848 2.9363
H: 3.9261 5.1178 4.2744
C: 5.4700 -3.8500 -5.8782
C: 4.5189 -3.0459 -4.9115
O: 4.1818 -1.7878 -5.3640
C: 3.3088 -1.0650 -4.6884
O: 2.7082 -1.3941 -3.6591
O: 3.2223 0.1304 -5.2509
C: 4.1624 0.6665 -6.2167
H: 6.3024 -3.2651 -6.2698
H: 4.8617 -4.1438 -6.7336
H: 5.7548 -4.6706 -5.2197
H: 5.0253 -2.9732 -3.9491
H: 3.6085 -3.6432 -4.8613
H: 3.8017 1.5803 -6.6889
H: 4.2950 -0.0201 -7.0529
H: 5.0992 0.9563 -5.7409

---

Here is 2 unconnected molecules or ions with the total composition C9H20N3O7P from OMol25. Energies are from ωB97M-V/def2-TZVPD.

SMILES: CNC(=O)[C@@H](NC(C)=O)[C@@H](C)O.NC(=O)CP(=O)(O)O
charge: 0
LUMO energy: 0.512 eV
multiplicity: 1

Element x y z (Å)
C: -4.6345 1.7063 0.7418
N: -3.3299 1.5196 1.3750
C: -2.2907 0.9147 0.7842
O: -2.3675 0.4483 -0.3462
C: -0.9851 0.8263 1.5813
N: -0.2526 -0.4090 1.2594
C: 0.5735 -1.0843 2.0523
C: 0.4533 -0.9730 3.5587
O: 1.4599 -1.7627 1.5557
C: -0.0774 2.0376 1.2884
C: -0.7469 3.4041 1.4229
O: 0.9851 2.0385 2.2115
H: -5.3450 2.1267 1.4550
H: -5.0105 0.7458 0.3823
H: -4.5382 2.3811 -0.1115
H: -3.2022 1.8817 2.3065
H: -1.2410 0.8436 2.6390
H: -0.2372 -0.6711 0.2804
H: 0.7202 0.0304 3.8821
H: 1.1300 -1.6922 4.0183
H: -0.5679 -1.2019 3.8566
H: 0.3284 1.9529 0.2796
H: -1.2220 3.4945 2.3995
H: -1.4872 3.5404 0.6351
H: 0.0052 4.1874 1.3225
H: 1.6538 1.4309 1.8805
N: 2.8367 -2.5053 -5.3900
C: 2.1808 -2.4793 -4.1969
O: 1.4741 -3.4393 -3.9466
C: 2.2026 -1.2375 -3.3689
P: 2.0075 -1.7236 -1.7179
O: 3.1247 -2.5927 -1.3326
O: 2.0132 -0.4970 -0.7341
O: 0.6310 -2.4660 -1.5137
H: 3.5644 -1.8186 -5.5584
H: 2.8799 -3.4088 -5.8528
H: 3.1563 -0.7244 -3.4574
H: 1.3892 -0.5738 -3.6496
H: 2.0107 -1.0135 0.1044
H: 0.7554 -3.2372 -2.0962

---

Here is C6H10O in the gas phase from OMol25. Energies are from ωB97M-V/def2-TZVPD.

charge: 0
LUMO energy: 0.531 eV
energy relative to the best compared isomer or geometry (same formula, charge and spin): 72.13 kcal per mole
multiplicity: 1

Element x y z (Å)
C: 1.8554 0.3291 -0.3580
C: 0.6356 -0.5429 -0.0725
C: 0.0966 -0.4060 1.3564
C: -1.0774 0.4844 1.4079
O: -1.5103 -1.3246 -0.7056
C: -1.2826 0.9214 0.0134
C: -0.6328 -0.1512 -0.8386
H: 2.7101 0.0076 0.2480
H: 1.6649 1.3825 -0.1224
H: 2.1526 0.2664 -1.4103
H: 0.8633 -1.5833 -0.3159
H: 0.8034 -0.1757 2.1494
H: -0.3872 -1.3238 1.7042
H: -2.4101 -1.1011 -0.9992
H: -2.3158 1.1687 -0.2360
H: -0.7498 1.8847 0.0199
H: -0.4756 0.0977 -1.8905

---

Calculated F_max, 2.62 4.98 3.40 5.37 3.72 0.94 eV/Å (same order as the records).